CH7N4S | wB97M-V/def2-TZVPD

The calculation puts the energy above the lowest of the compared OMol25 structures with the same formula, charge and spin at 110.39 kJ/mol. As for the SMILES: NN/C(N)=[NH+]/S. As for the net charge: +1. The value obtained for the HOMO energy is -0.502 Ha. Its HOMO-LUMO gap is 9.9783 eV.

XYZ file:
```
13
Properties=species:S:1:pos:R:3:forces:R:3
C 0.26208 0.15019 -0.10882 -1.9860 -3.6811 0.8681
N 0.09247 -1.30112 0.05508 -1.3344 4.0300 -0.6854
N -0.95095 0.81709 0.05527 3.0653 1.9366 -0.6731
N 1.44573 0.74334 -0.23179 0.6018 -4.1972 0.9272
N -2.09575 0.04724 0.00993 -3.0355 1.9997 -2.0242
S 3.10305 0.05161 -0.38478 -1.3425 -0.0303 -0.1773
H 0.82695 -1.99088 0.08599 0.1062 0.4131 -0.3622
H -1.02784 1.88774 0.03006 0.4567 -2.4224 0.0472
H 1.59305 1.62745 -0.51710 -0.5495 3.9646 -0.8167
H -2.92737 0.70068 -0.33928 2.3591 -2.0894 0.7959
H -0.92738 -1.58760 -0.08760 2.1627 0.4622 0.2346
H -2.32355 -0.22550 0.93001 -0.5244 -0.2540 1.4483
H 2.92951 -0.92025 0.50303 0.0203 -0.1319 0.4177
```
Forces are in eV/Å.